{"formula": "C14H46InN7O3P3", "method": "wB97M-V/def2-TZVPD", "energy_ev": -64874.33844, "multiplicity": 1, "total_charge": -1, "orbital_gap_ev": 5.28, "species": ["N", "C", "C", "In", "P", "O", "H", "H", "H", "H", "H", "H", "H", "H", "H", "H", "O", "P", "N", "C", "C", "N", "C", "C", "N", "C", "C", "H", "H", "H", "H", "H", "H", "H", "H", "H", "H", "H", "H", "H", "H", "H", "H", "H", "H", "O", "P", "N", "C", "C", "N", "C", "C", "N", "C", "C", "H", "H", "H", "H", "H", "H", "H", "H", "H", "H", "H", "H", "H", "H", "H", "H", "H", "H"], "xyz": [[-4.00418, 4.89649, 3.33062], [-3.65091, 6.29958, 3.02165], [-4.81221, 7.08681, 2.41456], [-6.65757, 6.25526, 3.40145], [-7.00744, 3.98728, 2.23698], [-8.20252, 3.93090, 1.31740], [-3.81048, 4.30828, 2.52821], [-3.34567, 4.59333, 4.03802], [-3.44844, 6.78508, 3.97781], [-2.72691, 6.37861, 2.43133], [-4.71221, 8.14102, 2.66110], [-4.90911, 6.90383, 1.34423], [-8.03970, 7.34368, 3.14986], [-6.26527, 6.08868, 5.12984], [-7.01688, 2.99230, 3.26414], [-5.86900, 3.64442, 1.44426], [-1.43870, 2.85795, 1.94989], [-0.80165, 1.94071, 0.94151], [0.85070, 2.39969, 1.18105], [1.46994, 3.58764, 0.63508], [1.40138, 2.00364, 2.46500], [-1.59198, 2.57714, -0.42865], [-0.93729, 3.08827, -1.60724], [-2.85518, 3.26370, -0.13529], [-0.34212, 0.45533, 0.08203], [-0.85248, -0.75806, 0.74082], [1.00127, 0.19954, -0.40277], [2.53396, 3.38771, 0.46103], [1.38080, 4.46703, 1.28766], [1.06201, 3.84688, -0.33754], [1.58777, 0.92005, 2.48260], [0.72449, 2.24393, 3.29283], [2.35427, 2.49843, 2.64650], [-0.56652, 4.11145, -1.46496], [-1.64396, 3.11863, -2.44120], [-0.12059, 2.44852, -1.94494], [-2.68040, 4.26737, 0.27067], [-3.44651, 2.70276, 0.58011], [-3.46283, 3.36305, -1.03680], [-0.31019, -0.98154, 1.66846], [-0.77009, -1.62238, 0.07957], [-1.91022, -0.63295, 0.99169], [1.71060, -0.05784, 0.39404], [1.40576, 1.03775, -0.96446], [0.95819, -0.64574, -1.09479], [2.36239, -2.96900, -1.30231], [2.54020, -4.40903, -1.67542], [4.01765, -4.80660, -0.88735], [5.33940, -4.52319, -1.40749], [3.95060, -4.76944, 0.56639], [2.62713, -4.24689, -3.37294], [3.61483, -4.84962, -4.24066], [2.20877, -2.95866, -3.92477], [2.02815, -6.09849, -1.82498], [0.73575, -6.36082, -1.16712], [2.92267, -7.21567, -1.58806], [6.03472, -5.29093, -1.05146], [5.72373, -3.53823, -1.11062], [5.37074, -4.58548, -2.49141], [3.39139, -5.63580, 0.94496], [3.45580, -3.86262, 0.93062], [4.94775, -4.81384, 1.00006], [4.56036, -4.29401, -4.24158], [3.24844, -4.85733, -5.27010], [3.80794, -5.89462, -3.99734], [2.99204, -2.19577, -3.83396], [1.31803, -2.58969, -3.42826], [1.96369, -3.07553, -4.98208], [0.82231, -6.35674, -0.07371], [0.33121, -7.32575, -1.47571], [0.00813, -5.59459, -1.44888], [3.13777, -7.38977, -0.52586], [3.86591, -7.10422, -2.11499], [2.44055, -8.11190, -1.98833]]}